Entry from the Open Molecules 2025 dataset: a structure of composition C33H48N2O3PtSe3Te2 (ωB97M-V with the def2-TZVPD basis set).

For the energy above the lowest of the compared OMol25 structures with the same formula, charge and spin, the calculation gives 0.00 kcal/mol. As for the expectation value of S²: 6.023. Its spin multiplicity is 5. The gap between HOMO and LUMO (alpha / beta) comes out at 6.89 / 5.56 eV.

Last column: Löwdin charge in e.
Atoms and positions in Å:
Pt1 0.73920 -0.11460 0.44930  0.50
C1 -2.35656 -6.84190 -0.11460  -0.05
C2 -2.81990 -6.10372 1.14827  -0.56
C3 -4.25537 -5.59984 0.94211  -0.05
C4 -2.82544 -7.09604 2.31131  -0.07
C5 -1.89608 -4.91593 1.41029  -0.17
C6 -1.78879 -3.89931 0.47879  -0.07
C7 -0.94775 -2.82184 0.70988  -0.39
Se1 -1.12719 -1.32542 -0.46415  1.09
C8 -2.38246 -0.36213 0.62109  -0.37
C9 -3.71637 -0.72898 0.56828  -0.07
C10 -4.62601 -0.17452 1.45316  -0.17
C11 -4.12241 0.74242 2.37998  0.04
C12 -2.79034 1.13176 2.45676  -0.08
C13 -1.88014 0.57609 1.52530  -0.36
O1 -0.60532 0.94895 1.53699  -0.37
C14 -2.28817 2.08943 3.54376  -0.52
C15 -3.41509 2.57312 4.46074  -0.07
C16 -1.64733 3.32995 2.90768  -0.05
C17 -1.25360 1.36733 4.42121  -0.03
C18 -6.09111 -0.60561 1.41099  -0.56
C19 -6.67623 -0.30519 0.02459  -0.05
C20 -6.93606 0.12277 2.45631  -0.07
C21 -6.18410 -2.11370 1.68326  -0.05
C22 -0.13390 -2.69976 1.84876  -0.43
O2 0.74492 -1.72359 1.99173  -0.41
C23 -0.31408 -3.69020 2.85486  -0.08
C24 -1.16356 -4.75624 2.58916  0.04
C25 0.33895 -3.53773 4.23516  -0.53
C26 1.86817 -3.60834 4.14126  -0.07
C27 -0.07780 -2.18766 4.84073  -0.04
C28 -0.10769 -4.63516 5.20445  -0.07
H1 -3.01444 -7.68875 -0.32369  0.08
H2 -1.33955 -7.21830 0.01010  0.09
H3 -2.36584 -6.18562 -0.98624  0.08
H4 -4.93076 -6.43911 0.75944  0.09
H5 -4.32423 -4.92490 0.08724  0.07
H6 -4.60580 -5.05997 1.82395  0.09
H7 -3.48964 -7.92919 2.07439  0.08
H8 -3.18599 -6.63528 3.23304  0.09
H9 -1.83046 -7.50526 2.49674  0.09
H10 -2.37201 -3.92146 -0.43540  0.10
H11 -4.02923 -1.47465 -0.15472  0.11
H12 -4.81061 1.16901 3.09135  0.08
H13 -4.18128 3.12564 3.91231  0.09
H14 -2.99540 3.24494 5.21193  0.08
H15 -3.89368 1.74651 4.98867  0.09
H16 -2.37288 3.85173 2.27704  0.09
H17 -0.78720 3.04874 2.30424  0.06
H18 -1.31654 4.01967 3.68854  0.09
H19 -1.70706 0.50220 4.90913  0.09
H20 -0.89128 2.04476 5.19883  0.09
H21 -0.40275 1.02613 3.83364  0.07
H22 -6.62660 0.76372 -0.19145  0.09
H23 -7.72203 -0.61778 -0.02263  0.08
H24 -6.13353 -0.83177 -0.76168  0.08
H25 -6.92093 1.20398 2.30514  0.09
H26 -6.59326 -0.08851 3.47097  0.09
H27 -7.97281 -0.21024 2.38025  0.08
H28 -5.63286 -2.69099 0.93950  0.06
H29 -7.22618 -2.44181 1.65892  0.09
H30 -5.76946 -2.35353 2.66445  0.09
H31 -1.27639 -5.50747 3.35520  0.08
H32 2.24903 -2.78826 3.53738  -0.02
H33 2.18595 -4.55817 3.70138  0.09
H34 2.30902 -3.53193 5.13841  0.09
H35 0.23891 -1.35730 4.21288  0.07
H36 0.37058 -2.06992 5.83068  0.09
H37 -1.16386 -2.14149 4.95171  0.09
H38 0.19297 -5.62930 4.86654  0.09
H39 -1.18923 -4.63086 5.35434  0.09
H40 0.36202 -4.45997 6.17396  0.09
Se2 2.43810 1.28607 1.60908  -0.09
Te1 4.01314 -0.29274 2.57364  0.34
Te2 2.99007 -2.91778 0.67465  0.58
Se3 2.25486 -1.33448 -0.99446  -0.09
N1 0.51608 1.71834 -1.33166  0.13
C29 0.57358 2.85024 -1.09354  -0.27
N2 0.61788 4.14519 -0.83915  -0.08
C30 -0.61436 4.82227 -0.41142  -0.10
C31 -0.45475 6.30209 -0.70130  -0.18
O3 0.69965 6.82061 -0.06579  -0.12
C32 1.87140 6.18814 -0.54519  -0.19
C33 1.84620 4.70037 -0.25348  -0.12
H41 -0.77601 4.66156 0.65738  0.11
H42 -1.45458 4.40421 -0.96254  0.14
H43 -1.30706 6.85389 -0.30834  0.13
H44 -0.39102 6.46676 -1.78415  0.13
H45 2.71438 6.65499 -0.03850  0.13
H46 1.96850 6.35235 -1.62578  0.13
H47 1.85603 4.52484 0.82739  0.12
H48 2.70652 4.20198 -0.69797  0.13